Entry 1:
C15H39F3NO8 | the ωB97M-V functional and the def2-TZVPD basis

2S+1: 1
Net charge: -1
LUMO: 2.02 eV
HOMO-LUMO gap: 0.249 Ha

CARTESIAN COORDINATES (ANGSTROEM)
C: -4.41 1.83 -3.02
C: -3.51 1.29 -4.27
C: -2.13 0.73 -3.66
C: -2.06 -0.89 -3.60
C: -1.82 -1.29 -2.05
C: -1.36 -2.80 -1.84
C: -0.98 -3.20 -0.32
C: -0.77 -1.96 0.67
C: 0.71 -1.32 0.46
C: 1.17 -0.67 1.87
C: 2.21 0.53 1.66
N: 3.11 0.10 0.51
C: 1.55 1.92 1.20
C: 0.73 2.69 2.33
C: -0.76 2.15 2.56
F: -0.89 1.47 3.81
F: -1.21 1.35 1.47
F: -1.65 3.26 2.62
C: 3.22 0.73 2.91
O: 3.58 -0.23 3.67
O: 3.75 1.99 3.18
H: -3.80 2.54 -2.35
H: -4.74 0.97 -2.34
H: -5.34 2.40 -3.40
H: -4.10 0.53 -4.87
H: -3.25 2.24 -4.87
H: -1.20 1.14 -4.18
H: -2.07 1.13 -2.58
H: -1.19 -1.23 -4.28
H: -3.00 -1.38 -4.03
H: -1.04 -0.56 -1.66
H: -2.84 -1.16 -1.53
H: -2.27 -3.46 -2.13
H: -0.51 -3.12 -2.54
H: -1.76 -3.91 0.12
H: 0.03 -3.75 -0.38
H: -1.60 -1.18 0.66
H: -0.76 -2.39 1.74
H: 1.40 -2.23 0.29
H: 0.74 -0.59 -0.41
H: 1.75 -1.50 2.43
H: 0.27 -0.41 2.52
H: 3.66 0.95 0.27
H: 3.76 -0.58 0.97
H: 2.42 2.61 0.90
H: 0.95 1.74 0.25
H: 0.61 3.78 2.00
H: 1.27 2.74 3.35
O: 6.61 3.81 3.78
H: 6.77 4.12 2.88
H: 5.81 3.27 3.70
O: -1.44 6.40 2.58
H: -1.55 5.44 2.61
H: -0.83 6.59 3.30
O: 4.29 -2.68 -0.84
H: 5.12 -2.94 -0.42
H: 4.20 -1.74 -0.61
O: -4.72 -2.74 -2.42
H: -5.35 -2.78 -1.68
H: -4.89 -3.55 -2.91
O: 3.52 -4.57 -2.98
H: 4.35 -4.83 -2.56
H: 3.44 -3.64 -2.75
O: -0.23 -1.27 4.46
H: -0.44 -0.33 4.40
H: -0.51 -1.52 5.35

Entry 2:
C15H39F6NO11S2V2 | the ωB97M-V functional and the def2-TZVPD basis

2S+1: 7
Net charge: +2
LUMO (alpha / beta): -9.32 / -9.68 eV
Energy above the lowest of the compared OMol25 structures with the same formula, charge and spin: 3.922 eV
HOMO-LUMO gap (alpha / beta): 0.176 / 0.162 Ha
<S²>: 12.02

CARTESIAN COORDINATES (ANGSTROEM)
V: 1.06 2.35 -0.97
V: 3.46 1.20 1.26
C: 0.56 -0.71 -0.05
O: 1.47 0.38 0.00
H: 0.40 -1.08 0.96
H: -0.43 -0.34 -0.31
H: 0.78 -1.48 -0.79
C: -0.93 2.65 -4.56
F: -0.08 1.63 -4.78
F: -0.24 3.76 -4.97
F: -2.14 2.54 -5.23
S: -1.40 2.90 -2.64
O: -2.73 3.46 -2.50
O: -1.18 1.56 -2.10
N: -0.04 3.81 -1.99
S: -0.58 5.26 -1.95
O: -1.06 5.74 -3.21
O: -1.53 5.37 -0.89
C: 0.95 6.27 -1.46
F: 1.16 6.21 -0.17
F: 2.08 5.85 -2.06
F: 0.60 7.56 -1.71
C: 3.98 -2.23 -1.75
C: 4.68 -1.53 -0.60
O: 4.56 -0.16 -0.41
H: 4.44 -3.21 -1.91
H: 4.07 -1.90 -2.79
H: 2.93 -2.44 -1.56
H: 5.74 -1.79 -0.65
H: 4.35 -1.91 0.37
H: 5.21 0.22 -1.01
C: -4.53 -0.91 0.94
C: -3.35 -0.04 0.39
O: -3.88 1.15 -0.19
H: -5.30 -0.29 1.39
H: -4.18 -1.51 1.78
H: -4.95 -1.55 0.17
H: -2.79 -0.63 -0.33
H: -2.74 0.24 1.24
H: -3.18 1.54 -0.72
C: -2.47 -3.31 -2.50
C: -1.06 -3.96 -2.74
O: -0.83 -4.02 -4.16
H: -2.77 -3.28 -1.45
H: -3.25 -3.83 -3.06
H: -2.41 -2.28 -2.86
H: -1.06 -4.98 -2.34
H: -0.37 -3.43 -2.09
H: -0.28 -4.79 -4.32
C: 3.08 -1.46 4.72
C: 2.89 -1.46 3.22
O: 3.85 -0.56 2.63
H: 2.73 -2.33 5.27
H: 2.74 -0.51 5.15
H: 4.14 -1.56 4.93
H: 1.89 -1.27 2.84
H: 3.14 -2.45 2.85
H: 4.73 -0.77 2.95
C: -1.79 -3.70 1.45
C: -0.88 -3.47 2.62
O: 0.33 -4.21 2.53
H: -1.51 -4.66 1.02
H: -1.70 -2.88 0.73
H: -2.84 -3.74 1.73
H: -1.41 -3.72 3.55
H: -0.75 -2.39 2.62
H: -0.03 -5.10 2.48
C: -1.29 4.30 2.53
C: -1.22 3.12 1.55
O: 0.10 2.78 1.07
H: -1.02 3.90 3.51
H: -2.35 4.55 2.59
H: -0.79 5.20 2.17
H: -1.79 3.39 0.67
H: -1.68 2.27 2.06
H: 0.69 2.65 1.81

Entry 3:
C15H39HgNO6 | the ωB97M-V functional and the def2-TZVPD basis

2S+1: 1
LUMO: -4.93 eV
Energy above the lowest of the compared OMol25 structures with the same formula, charge and spin: 5.676 eV
HOMO-LUMO gap: 0.077 Ha

CARTESIAN COORDINATES (ANGSTROEM)
Hg: 0.62 -0.25 -0.61
C: 4.23 -5.96 -0.67
C: 3.80 -4.68 -1.35
O: 2.60 -4.11 -0.84
H: 5.28 -6.16 -0.88
H: 3.48 -6.69 -0.99
H: 4.17 -5.87 0.42
H: 3.84 -4.76 -2.44
H: 4.67 -4.05 -1.18
C: 4.38 4.57 0.96
C: 4.59 3.74 -0.27
C: 6.04 3.39 -0.59
O: 3.82 2.59 -0.29
H: 3.35 4.71 1.29
H: 4.86 5.54 0.94
H: 4.81 4.06 1.83
H: 4.18 4.42 -1.01
H: 6.56 4.35 -0.55
H: 6.13 2.89 -1.55
H: 6.34 2.76 0.25
C: -2.38 -2.93 6.07
O: -1.97 -1.77 5.50
C: -2.96 -1.09 4.75
C: -2.58 -0.90 3.27
N: -1.26 -0.51 2.97
C: -1.02 0.79 3.47
C: -1.86 1.88 2.68
O: -1.70 1.74 1.28
C: -2.19 2.84 0.53
H: -1.93 -2.86 7.06
H: -2.12 -3.79 5.45
H: -3.42 -3.19 6.27
H: -3.09 -0.13 5.26
H: -3.97 -1.50 4.76
H: -3.31 -0.21 2.83
H: -2.80 -1.89 2.86
H: -0.73 -1.03 3.66
H: 0.03 0.89 3.20
H: -1.19 0.90 4.54
H: -1.49 2.82 3.08
H: -2.88 1.92 3.07
H: -1.90 2.55 -0.48
H: -1.66 3.77 0.71
H: -3.27 2.91 0.59
C: 0.43 1.66 -6.70
C: 1.25 1.19 -5.47
O: 0.57 0.12 -4.79
H: 0.27 2.73 -6.73
H: -0.52 1.15 -6.84
H: 0.83 1.52 -7.71
H: 1.34 2.07 -4.83
H: 2.25 0.93 -5.81
H: 0.32 -0.51 -5.48
C: -5.50 -1.65 -2.69
C: -4.40 -0.81 -2.16
O: -3.23 -1.57 -1.85
H: -5.93 -2.42 -2.05
H: -5.04 -2.29 -3.45
H: -6.31 -1.03 -3.08
H: -4.75 -0.24 -1.30
H: -4.14 -0.06 -2.91
H: -3.52 -2.47 -2.00

Entry 4:
C15H40BIN12O10 | the ωB97M-V functional and the def2-TZVPD basis

2S+1: 1
Net charge: -2
LUMO: 3.24 eV
HOMO-LUMO gap: 0.098 Ha

CARTESIAN COORDINATES (ANGSTROEM)
C: -4.57 0.49 -1.97
C: -3.15 0.60 -2.59
C: -2.37 1.83 -2.17
I: -1.78 1.53 -0.05
B: -1.10 2.01 -3.23
C: 0.30 2.57 -2.60
C: 0.24 3.97 -1.96
C: 1.40 4.15 -0.98
C: 1.30 5.28 0.06
O: 0.21 6.20 -0.13
C: 0.58 7.45 -0.33
O: 0.07 8.20 -1.11
C: -1.72 2.92 -4.49
O: -1.70 4.19 -4.42
O: -2.22 2.26 -5.46
H: -4.71 -0.49 -1.51
H: -5.32 0.60 -2.76
H: -4.72 1.26 -1.22
H: -2.59 -0.26 -2.24
H: -3.19 0.59 -3.68
H: -3.06 2.67 -2.16
H: -0.86 0.88 -3.69
H: 1.03 2.60 -3.42
H: 0.72 1.87 -1.87
H: 0.31 4.71 -2.76
H: -0.72 4.11 -1.47
H: 2.30 4.35 -1.58
H: 1.59 3.22 -0.45
H: 1.15 4.81 1.04
H: 2.24 5.83 0.13
H: 1.38 7.81 0.33
C: 1.09 -0.02 2.97
O: 1.37 0.69 2.01
N: -0.10 -0.67 3.06
N: 1.96 -0.18 4.02
H: -0.35 -1.27 3.83
H: -0.75 -0.55 2.30
H: 2.84 0.29 3.98
H: 1.75 -0.73 4.83
C: -1.24 -3.23 -2.96
O: -2.23 -2.68 -2.52
N: -0.72 -4.38 -2.41
N: -0.57 -2.72 -4.03
H: 0.09 -4.84 -2.77
H: -1.20 -4.78 -1.63
H: -0.91 -1.85 -4.41
H: 0.26 -3.13 -4.42
C: 4.88 -0.49 0.45
O: 5.55 0.10 1.29
N: 5.48 -1.36 -0.44
N: 3.54 -0.36 0.32
H: 4.97 -1.85 -1.15
H: 6.47 -1.47 -0.38
H: 3.04 0.27 0.94
H: 3.01 -0.86 -0.37
C: 3.91 2.30 6.09
O: 3.65 1.14 5.86
N: 2.99 3.16 6.62
N: 5.14 2.84 5.81
H: 3.18 4.13 6.80
H: 2.08 2.80 6.80
H: 5.82 2.24 5.39
H: 5.37 3.80 5.98
C: -0.61 -4.50 3.82
O: -1.18 -3.43 3.72
N: -1.21 -5.61 4.36
N: 0.67 -4.68 3.37
H: -0.76 -6.50 4.44
H: -2.15 -5.50 4.68
H: 1.12 -3.88 2.96
H: 1.16 -5.55 3.43
C: -4.44 -5.90 -2.77
O: -3.58 -6.62 -2.27
N: -5.56 -6.43 -3.37
N: -4.36 -4.55 -2.78
H: -6.28 -5.88 -3.79
H: -5.64 -7.43 -3.38
H: -3.56 -4.09 -2.36
H: -5.07 -3.96 -3.18

Entry 5:
C15H40IO5Zn | the ωB97M-V functional and the def2-TZVPD basis

2S+1: 1
Net charge: +1
LUMO: -2.77 eV
Energy above the lowest of the compared OMol25 structures with the same formula, charge and spin: 1.996 eV
HOMO-LUMO gap: 0.300 Ha

CARTESIAN COORDINATES (ANGSTROEM)
Zn: 0.07 0.45 0.30
I: 0.57 2.89 1.40
C: -0.60 3.26 -2.58
C: -1.56 2.58 -1.67
C: -2.84 2.25 -2.50
O: -0.99 1.25 -1.33
H: -0.24 2.60 -3.37
H: 0.12 3.65 -1.86
H: -1.07 4.08 -3.11
H: -1.73 3.06 -0.71
H: -2.61 1.53 -3.29
H: -3.19 3.12 -3.06
H: -3.61 1.82 -1.87
H: -0.88 0.94 -2.23
C: -4.06 0.35 0.96
C: -2.77 0.96 1.57
C: -2.67 1.24 3.03
O: -1.77 0.08 1.27
H: -3.85 0.15 -0.09
H: -4.92 0.99 1.15
H: -4.29 -0.65 1.33
H: -2.61 1.94 1.12
H: -3.05 0.34 3.53
H: -3.37 2.03 3.30
H: -1.68 1.57 3.31
H: -2.01 -0.75 1.69
C: 3.13 -0.95 2.73
C: 1.88 -1.60 2.12
C: 1.35 -2.70 2.99
O: 1.01 -0.54 1.87
H: 3.75 -0.56 1.92
H: 3.76 -1.59 3.34
H: 2.90 -0.12 3.39
H: 2.11 -2.07 1.16
H: 1.18 -2.39 4.02
H: 1.98 -3.59 3.06
H: 0.38 -3.11 2.69
H: 0.90 -0.24 2.78
C: -2.03 -2.58 -1.35
C: -0.66 -2.53 -0.54
C: 0.31 -3.55 -1.14
O: -0.06 -1.32 -0.74
H: -2.72 -1.87 -0.89
H: -2.46 -3.58 -1.28
H: -1.96 -2.32 -2.40
H: -0.97 -2.82 0.47
H: -0.05 -4.57 -1.03
H: 1.27 -3.40 -0.66
H: 0.59 -3.46 -2.19
H: 0.04 -1.31 -1.69
C: 3.76 -0.31 -1.33
C: 3.11 0.95 -0.82
C: 3.65 2.22 -1.34
O: 1.75 0.81 -1.08
H: 4.81 -0.39 -1.06
H: 3.65 -0.44 -2.41
H: 3.23 -1.17 -0.91
H: 2.98 0.99 0.26
H: 3.32 2.31 -2.37
H: 4.70 2.27 -1.06
H: 3.24 3.06 -0.77
H: 1.74 0.74 -2.04

Entry 6:
C15H40O15S5 | the ωB97M-V functional and the def2-TZVPD basis

2S+1: 2
Net charge: +1
LUMO (alpha / beta): -3.10 / -9.95 eV
Energy above the lowest of the compared OMol25 structures with the same formula, charge and spin: 0.915 eV
HOMO-LUMO gap (alpha / beta): 0.358 / 0.106 Ha
<S²>: 0.75

CARTESIAN COORDINATES (ANGSTROEM)
O: 4.20 -0.61 2.41
S: 2.99 -1.42 2.24
O: 1.93 -0.89 1.38
O: 3.33 -2.97 1.91
C: 4.35 -3.54 2.67
C: 4.79 -4.90 2.16
C: 2.25 -1.66 3.91
H: 4.14 -3.62 3.74
H: 5.23 -2.90 2.57
H: 5.53 -4.76 1.37
H: 4.03 -5.52 1.67
H: 5.17 -5.53 2.96
H: 2.09 -0.65 4.26
H: 2.97 -2.12 4.59
H: 1.23 -2.02 3.78
O: -2.69 -0.24 1.76
S: -2.23 -1.42 2.53
O: -3.06 -2.59 2.61
O: -0.70 -1.83 2.16
C: -0.55 -3.21 1.62
C: -0.26 -4.21 2.77
C: -1.91 -1.00 4.33
H: 0.03 -3.22 0.69
H: -1.52 -3.51 1.22
H: 0.59 -3.93 3.40
H: 0.07 -5.18 2.40
H: -1.15 -4.48 3.35
H: -1.26 -0.14 4.18
H: -1.42 -1.92 4.65
H: -2.89 -0.81 4.78
O: -4.56 -4.88 -1.70
S: -3.29 -4.12 -1.63
O: -2.07 -4.70 -1.05
O: -2.93 -3.50 -3.15
C: -2.48 -4.31 -4.21
C: -3.16 -3.87 -5.46
C: -3.49 -2.50 -0.90
H: -2.61 -5.37 -4.04
H: -1.40 -4.21 -4.37
H: -4.21 -4.18 -5.47
H: -2.52 -4.11 -6.30
H: -3.17 -2.79 -5.38
H: -2.73 -1.78 -1.20
H: -3.55 -2.53 0.19
H: -4.44 -2.24 -1.37
O: -1.22 6.94 -4.47
S: -0.51 7.88 -3.53
O: -0.24 9.24 -3.88
O: -1.30 7.69 -2.05
C: -0.77 8.30 -0.91
C: 0.08 7.31 0.00
C: 1.09 7.00 -3.14
H: -1.61 8.74 -0.38
H: -0.18 9.17 -1.20
H: -0.56 6.46 0.24
H: 0.42 7.78 0.93
H: 0.94 6.86 -0.49
H: 1.66 6.70 -4.02
H: 0.73 6.15 -2.56
H: 1.83 7.50 -2.51
O: 2.74 3.06 -1.08
S: 1.28 3.10 -0.97
O: 0.54 4.31 -1.24
O: 0.58 1.85 -1.82
C: 1.04 0.63 -1.48
C: -0.27 -0.17 -1.23
C: 1.01 2.60 0.83
H: 1.79 0.61 -0.69
H: 1.35 0.21 -2.43
H: -1.15 -0.07 -1.86
H: -0.58 -0.07 -0.19
H: -0.10 -1.24 -1.34
H: 0.95 3.38 1.59
H: 1.79 1.87 1.10
H: 0.04 2.11 0.76

Entry 7:
C15H41ClFO12P4 | the ωB97M-V functional and the def2-TZVPD basis

2S+1: 1
Net charge: -1
LUMO: -0.05 eV
HOMO-LUMO gap: 0.147 Ha

CARTESIAN COORDINATES (ANGSTROEM)
C: 5.77 -2.15 -0.12
C: 4.26 -1.99 -0.13
O: 3.67 -3.04 0.65
P: 2.47 -3.85 -0.06
O: 1.92 -4.83 0.89
C: 3.15 -4.67 -1.49
C: 2.10 -5.19 -2.48
P: 2.23 -4.31 -4.18
O: 2.14 -5.83 -5.07
F: 2.20 -2.83 -3.31
C: 2.32 -3.30 -5.79
C: 3.66 -2.74 -6.25
C: 3.43 -1.66 -7.31
Cl: 4.62 -1.93 -4.95
O: 1.33 -2.83 -0.51
C: 1.07 -1.72 0.36
C: -0.39 -1.38 0.37
H: 6.23 -1.17 -0.26
H: 6.10 -2.83 -0.89
H: 6.08 -2.51 0.86
H: 3.89 -2.00 -1.16
H: 4.01 -1.03 0.32
H: 3.75 -5.48 -1.08
H: 3.85 -4.02 -2.02
H: 2.18 -6.27 -2.58
H: 1.10 -5.02 -2.06
H: 3.67 -4.41 -4.10
H: 0.77 -4.23 -4.26
H: 1.24 -6.13 -4.94
H: 2.02 -4.00 -6.57
H: 1.57 -2.51 -5.79
H: 4.24 -3.53 -6.71
H: 2.74 -0.93 -6.89
H: 2.94 -2.08 -8.19
H: 4.34 -1.12 -7.55
H: 1.63 -0.86 -0.02
H: 1.42 -1.90 1.38
H: -0.98 -2.09 0.94
H: -0.52 -0.42 0.87
H: -0.83 -1.30 -0.63
C: 1.05 -0.11 5.70
O: -0.30 -0.12 5.20
P: -0.71 1.07 4.15
O: 0.34 0.80 3.12
O: -0.32 2.24 5.24
C: -0.85 2.26 6.56
O: -1.64 2.10 3.30
C: -0.94 3.14 2.59
H: 1.49 -1.07 5.45
H: 1.64 0.69 5.27
H: 1.02 0.00 6.79
H: -0.03 2.39 7.26
H: -1.39 1.34 6.80
H: -1.53 3.11 6.65
H: -0.48 2.74 1.70
H: -0.19 3.61 3.23
H: -1.70 3.87 2.32
C: -6.12 3.00 1.58
O: -5.92 3.86 0.44
P: -5.30 5.29 0.71
O: -4.00 5.16 1.38
O: -6.44 5.82 1.76
C: -7.83 5.54 1.60
O: -5.34 6.58 -0.22
C: -4.80 7.77 0.37
H: -5.57 2.08 1.40
H: -5.76 3.47 2.50
H: -7.18 2.78 1.67
H: -8.21 5.15 2.54
H: -8.01 4.81 0.82
H: -8.35 6.47 1.36
H: -3.71 7.73 0.36
H: -5.16 7.90 1.39
H: -5.14 8.59 -0.25

Look up the 2S+1 of the seventh one.
1

What did the sixth record say?
C15H40O15S5 | the ωB97M-V functional and the def2-TZVPD basis

2S+1: 2
Net charge: +1
LUMO (alpha / beta): -3.10 / -9.95 eV
Energy above the lowest of the compared OMol25 structures with the same formula, charge and spin: 0.915 eV
HOMO-LUMO gap (alpha / beta): 0.358 / 0.106 Ha
<S²>: 0.75

CARTESIAN COORDINATES (ANGSTROEM)
O: 4.20 -0.61 2.41
S: 2.99 -1.42 2.24
O: 1.93 -0.89 1.38
O: 3.33 -2.97 1.91
C: 4.35 -3.54 2.67
C: 4.79 -4.90 2.16
C: 2.25 -1.66 3.91
H: 4.14 -3.62 3.74
H: 5.23 -2.90 2.57
H: 5.53 -4.76 1.37
H: 4.03 -5.52 1.67
H: 5.17 -5.53 2.96
H: 2.09 -0.65 4.26
H: 2.97 -2.12 4.59
H: 1.23 -2.02 3.78
O: -2.69 -0.24 1.76
S: -2.23 -1.42 2.53
O: -3.06 -2.59 2.61
O: -0.70 -1.83 2.16
C: -0.55 -3.21 1.62
C: -0.26 -4.21 2.77
C: -1.91 -1.00 4.33
H: 0.03 -3.22 0.69
H: -1.52 -3.51 1.22
H: 0.59 -3.93 3.40
H: 0.07 -5.18 2.40
H: -1.15 -4.48 3.35
H: -1.26 -0.14 4.18
H: -1.42 -1.92 4.65
H: -2.89 -0.81 4.78
O: -4.56 -4.88 -1.70
S: -3.29 -4.12 -1.63
O: -2.07 -4.70 -1.05
O: -2.93 -3.50 -3.15
C: -2.48 -4.31 -4.21
C: -3.16 -3.87 -5.46
C: -3.49 -2.50 -0.90
H: -2.61 -5.37 -4.04
H: -1.40 -4.21 -4.37
H: -4.21 -4.18 -5.47
H: -2.52 -4.11 -6.30
H: -3.17 -2.79 -5.38
H: -2.73 -1.78 -1.20
H: -3.55 -2.53 0.19
H: -4.44 -2.24 -1.37
O: -1.22 6.94 -4.47
S: -0.51 7.88 -3.53
O: -0.24 9.24 -3.88
O: -1.30 7.69 -2.05
C: -0.77 8.30 -0.91
C: 0.08 7.31 0.00
C: 1.09 7.00 -3.14
H: -1.61 8.74 -0.38
H: -0.18 9.17 -1.20
H: -0.56 6.46 0.24
H: 0.42 7.78 0.93
H: 0.94 6.86 -0.49
H: 1.66 6.70 -4.02
H: 0.73 6.15 -2.56
H: 1.83 7.50 -2.51
O: 2.74 3.06 -1.08
S: 1.28 3.10 -0.97
O: 0.54 4.31 -1.24
O: 0.58 1.85 -1.82
C: 1.04 0.63 -1.48
C: -0.27 -0.17 -1.23
C: 1.01 2.60 0.83
H: 1.79 0.61 -0.69
H: 1.35 0.21 -2.43
H: -1.15 -0.07 -1.86
H: -0.58 -0.07 -0.19
H: -0.10 -1.24 -1.34
H: 0.95 3.38 1.59
H: 1.79 1.87 1.10
H: 0.04 2.11 0.76